This record from OMol25 describes a structure of composition C47H68BMoN11PS3Te in a non-equilibrium geometry. The level of theory is ωB97M-V/def2-TZVPD.

Structure (ORCA input):
```
! wB97M-V def2-TZVPD RIJCOSX def2/J DEFGRID3
* xyz 3 3
H -3.37372 3.08735 4.37738
C 3.90027 -1.61449 -2.56361
C -1.82662 3.71914 3.03158
N 3.84033 -1.92000 -1.13486
H 5.94689 -2.23409 -0.77939
H 3.98744 0.71910 1.10805
H -1.70596 -0.25576 0.44638
C -3.58657 1.24980 -3.28767
H -0.66255 2.79279 -4.61150
H -3.10604 -0.59083 1.39268
C -0.99849 2.41149 -2.52433
P -1.73620 -1.76924 -1.62867
H 5.44983 1.66594 1.50347
H 3.02130 -3.22297 2.94536
H -0.93723 -5.06119 -1.52185
H 1.40689 0.01905 -3.28944
H -3.98018 0.16200 -5.69504
H 0.28967 1.40763 7.60713
H 2.27675 -4.44019 1.51921
H -1.64630 -3.90788 4.21812
H -0.94730 -3.29088 0.14966
C 3.13005 3.08239 8.38217
H 0.74075 0.60245 5.01526
H 5.01867 -2.93220 1.71925
C -2.01571 -0.49291 -6.26602
N -2.02583 -4.10179 -3.04236
N -1.01897 2.08485 -0.23523
C -1.97693 -4.87543 -1.79082
Te 2.12940 2.02829 3.26599
C 5.70664 2.92717 -0.82342
C -0.24596 -0.06083 -4.67981
H -3.45515 -3.18843 -4.27512
H 0.61933 -4.94770 3.05199
C -1.18461 -2.91903 -3.02310
C -0.04132 4.46054 1.44119
N 0.86261 -2.92559 2.35395
C -1.92690 -1.18360 3.79288
H 6.07096 3.70400 -0.15213
C 1.69934 2.19094 6.17714
H -0.01028 2.18291 4.78078
H -3.66742 -1.15927 -3.02940
H 0.04514 -1.00328 -6.57676
H 4.55175 3.84441 6.96637
H 4.43589 2.86460 4.43513
H -2.91601 -1.45586 3.42617
H 1.55888 2.21119 9.56074
H -0.70562 4.23930 -3.58353
S 1.08385 -1.98458 -0.93820
H 2.04251 2.82001 -3.19419
H -4.13106 -1.19132 -1.32165
H 2.69287 5.49131 -0.87878
C 0.21565 -3.94774 3.02867
N -2.65336 -4.19927 -0.67332
H -3.25707 1.35710 -2.25336
H 1.68052 -1.01325 -4.69720
C -2.68307 0.19454 0.77055
H -4.56721 -4.79373 -1.24668
H -0.44753 5.41610 1.10162
H -3.89327 1.03913 3.07171
H 5.49707 3.35155 -1.79881
H -2.47007 -5.83142 -1.95943
Mo -0.27126 0.19853 -0.76428
N -0.92166 -2.10464 3.27498
H -1.06288 5.09784 -1.10661
H 3.85663 -2.53316 -3.14680
C -2.44024 1.46078 1.55803
C -0.88854 -3.44305 3.60681
C -1.92817 -3.02229 -0.22531
C 1.93335 3.58200 -2.42683
C 3.53726 4.81685 -1.02995
C 0.93945 1.67534 4.97286
C 3.61303 3.31593 7.10478
B 2.35051 -3.30785 1.94138
C -2.54543 0.59697 -4.17279
H 0.98248 3.45077 -1.93102
H -1.57248 4.59535 3.62102
C 2.72792 -2.05604 -0.37259
H -0.14349 -3.18037 -2.88773
H -2.48345 -2.54607 0.58264
H -2.37884 4.40188 -0.14797
C -3.12780 1.72748 2.72666
H 5.48567 0.43707 0.23743
H 0.60453 4.06427 0.65356
C 1.21865 1.95125 7.46385
H 6.49521 2.18521 -0.94054
C 1.22495 -0.08334 -4.35207
H 4.19313 5.25308 -1.78192
H -2.33947 -0.88255 -7.22480
C -1.19394 0.49605 -3.82087
H 3.26798 4.17426 4.27665
C 1.93145 2.40144 8.56105
C -3.57432 -1.70910 -2.10292
N 4.51742 2.23569 -0.28006
H 3.07383 -0.97616 -2.83065
H -3.32218 0.35426 -0.09462
H 4.07128 4.73163 -0.09054
C 0.15845 -1.80613 2.50351
H 1.96624 4.56542 -2.89281
N -4.08516 -3.05085 -2.27674
C -1.81685 4.30708 -1.07316
C 4.49005 -2.57444 0.84943
C -4.02493 -3.86812 -1.06142
C -1.14737 3.25465 -3.75464
N -0.79204 1.10414 -2.54299
H 0.57669 4.69447 2.31182
C -0.68174 -0.56405 -5.90069
C 3.38684 3.12811 4.58472
H -2.49703 4.48033 -1.90690
C -2.83353 2.87267 3.46040
C 4.86939 1.20192 0.70380
H -3.96002 -4.70871 -3.52400
H -2.19521 3.41660 -4.01850
H -1.93376 -1.23109 4.87939
H 4.83797 -1.10219 -2.77092
C -1.50617 2.37980 1.08875
H 1.74414 0.73490 -4.86376
C -1.20467 2.95428 -1.21338
N 3.10844 -2.47556 0.83203
H -3.85167 2.24523 -3.65978
C 3.30176 2.35270 -0.84074
S 2.29555 0.92022 -0.78125
C -3.41830 -3.77905 -3.36089
N 3.00405 3.50788 -1.45009
H 3.69295 3.42497 9.24294
C 2.89185 2.87413 5.99679
C 4.94709 -2.24268 -0.37367
C -1.14088 3.49550 1.83648
H -1.29541 -2.36926 -3.95732
H -4.51477 -3.33835 -0.24278
S 0.51511 -0.21865 1.87187
H -4.50915 0.67095 -3.29120
H -1.67896 -0.17962 3.47516
C -2.93598 0.08820 -5.40467
*
```

For the lowest unoccupied orbital energy (alpha / beta), the calculation gives -8.5 / -9.8 eV. The highest occupied orbital energy (alpha / beta) is -14.51 / -14.35 eV. Its energy is -4330.25501 hartree. Its energy relative to the best compared isomer or geometry (same formula, charge and spin) is 18.6 kcal per mole. The gap between HOMO and LUMO (alpha / beta) comes out at 6.0 / 4.5 eV. The value obtained for the molecular weight is 1148.67 g/mol.

This record from OMol25 describes a structure of composition C47H68HfN7O9 in a non-equilibrium geometry. The level of theory is ωB97M-V/def2-TZVPD.

Structure (ORCA input):
```
! wB97M-V def2-TZVPD RIJCOSX def2/J DEFGRID3
* xyz 1 1
H -2.82045 -3.13450 4.61041
O -4.41683 -2.60822 -2.45692
H 3.54611 -1.92799 2.34489
H 0.98461 4.01665 -6.18645
H 2.27426 -0.23775 4.37531
H 1.72078 5.42592 -0.43283
N -2.76195 -1.43006 1.65027
C 1.62644 4.35138 -5.38925
H 2.19606 -2.00425 6.20743
H 2.31471 2.52913 -4.36185
H -1.35066 -0.34694 -3.09757
H 2.91716 -4.84690 2.00107
H -2.70507 1.49490 2.21432
H 0.29636 -5.67577 2.65268
C -3.41635 1.29841 -5.20580
C 3.99392 -4.00787 -0.61437
H -4.59731 -3.39004 2.14888
H -2.06325 -3.61087 3.13732
H 0.67198 1.15011 -1.87561
H -2.66863 -0.10491 4.09931
H 3.12697 -0.20971 2.29084
H 0.30672 6.24879 -3.64435
C -0.59077 4.05703 1.64220
H -5.52305 -1.85076 2.53808
C -3.29886 -0.24179 0.96549
C -2.24772 -0.09512 -3.65005
C -4.58206 -0.55261 0.19300
C -2.37762 -2.72991 3.69625
H 1.84291 6.54613 -5.82209
H 2.35650 -1.27202 -1.36264
C -1.46352 7.19698 -3.00735
C -2.16584 5.48124 -1.77693
H -1.28009 0.51839 0.46651
H -4.27427 1.61119 1.36755
O 3.66661 4.00700 -0.64285
H -2.57144 1.25538 -0.39421
H 3.59368 -3.71601 3.18317
H 0.60309 0.45926 2.72678
N 3.38321 3.53170 0.44820
H -1.60913 4.14558 2.00378
H -5.35786 0.21938 2.98380
C 1.25091 4.79768 0.31200
H 3.05402 -5.43942 3.55501
C 4.45808 -3.53292 -2.95216
H 2.20793 -4.29841 5.53287
H -3.42892 2.09997 -5.93467
O 1.91480 -4.56988 -3.33549
C -3.60363 -0.60382 3.79226
H -2.10098 -0.39069 -0.83162
C -2.23770 0.29021 0.00133
O 1.39281 -4.00843 -1.34774
H 0.35852 -0.49039 1.16148
O -2.39822 -2.21072 -1.96522
C 2.77450 -1.21288 2.05301
H 2.65586 -1.27957 0.96861
C 5.77393 -3.22368 -2.64270
C 1.65197 -3.54508 4.97130
C 1.52708 2.98381 1.89139
H 7.22801 -3.06319 -1.05952
C 1.48696 -3.95662 3.50113
H 0.71299 -3.45551 5.52175
H 3.46864 -2.24982 4.93223
H -4.54838 -1.40763 -0.47844
C 2.03666 3.84553 0.93209
N -3.43356 -1.94594 -2.59126
C -4.56786 -0.53712 -4.19691
N 0.92413 -2.87741 2.68802
H -0.52085 -0.85560 2.61296
C 1.72245 -1.17641 4.27360
C 1.62310 -0.96219 -3.22138
C 0.44212 -5.07422 3.55418
H -1.33276 1.54501 -4.52749
H -4.08306 -0.98844 4.69547
C -4.34722 0.58426 3.19427
H 3.31565 -4.18785 0.20745
H -2.66802 4.82451 -1.08144
H 3.21264 6.53120 -3.45859
H -3.43408 7.30219 -2.01220
C -0.99004 5.12544 -2.37860
O 4.16735 2.88579 1.07888
H -5.42565 -1.19587 -4.16711
C -3.59537 0.94418 1.90387
H 0.74553 -0.94563 4.72710
C 3.58812 -3.88577 -1.93833
C -3.32949 -1.83590 2.93416
O -2.33611 -2.45805 0.89366
H 1.64814 -1.98764 -3.60628
H -0.48489 4.17834 -2.28485
C -2.23457 0.95433 -4.56217
C -2.50608 6.79589 -2.21027
H -1.30058 8.09335 -3.58251
C 6.19638 -3.25565 -1.32066
H -0.49593 -4.67648 3.92833
H -4.81989 0.30329 -0.45644
H 6.43920 -2.93022 -3.44187
H -0.23435 2.45655 3.01693
C 1.46329 0.62378 -1.32740
C 1.43439 -1.51436 2.81366
H 5.57158 -3.72874 0.70458
H 3.26240 4.13616 -2.69803
H -5.43422 0.83273 -5.64524
H 4.19287 -3.49781 -3.99938
N -0.52634 6.20030 -3.07614
H 2.58756 -0.51963 -3.47051
H -5.05896 -3.00877 3.72549
C 1.39130 -0.85800 -1.70488
C -4.55638 0.50589 -5.10674
H 0.83423 -5.83446 4.23894
O 0.64773 -3.22003 1.39340
H -1.47967 -2.20396 4.02584
H -4.34375 1.45029 3.85067
H -5.48931 -0.56854 0.79725
N 2.21469 -4.19058 -2.26512
C 2.75474 5.73525 -4.02139
C -4.71555 -2.52322 2.80615
H -0.70221 5.70098 0.26791
C 2.25725 3.60082 -4.43268
C 2.03321 5.69821 -5.18430
N 2.87109 4.45436 -3.56535
Hf -0.66021 -3.24001 -0.39133
H 2.18393 2.30532 2.42178
C 0.45154 -0.50081 2.24184
C -0.07444 4.93324 0.69536
C 5.31277 -3.68688 -0.34709
H 0.81843 -0.49526 -3.79785
C 2.85535 -4.49853 3.03785
C 0.19972 3.08353 2.25137
H 2.43101 1.05189 -1.59250
C -3.41653 -0.82653 -3.48875
O 0.21176 -1.44342 -1.30733
C 2.40385 -2.20024 5.15636
H 1.27319 0.86997 -0.28230
*
```

For the lowest unoccupied orbital energy, the calculation gives -4.6 eV. The highest occupied orbital energy is -9.33 eV. Its energy is -2939.57114 hartree. Its energy relative to the best compared isomer or geometry (same formula, charge and spin) is 0.0 kcal per mole. The gap between HOMO and LUMO comes out at 4.7 eV. The value obtained for the molecular weight is 1053.59 g/mol.

This record from OMol25 describes a cluster of 9 separate species, C47H70N2O34P2S in total in a non-equilibrium geometry. The level of theory is ωB97M-V/def2-TZVPD.

Structure (ORCA input):
```
! wB97M-V def2-TZVPD RIJCOSX def2/J DEFGRID3
* xyz 0 1
C -2.74495 -3.19092 2.72990
H -7.99762 9.37097 -4.48812
C -8.27522 9.30703 -3.43242
H 5.75270 -6.33841 -1.93955
O 4.32542 -6.42110 3.95703
O -5.90663 5.31429 -1.71426
P -1.95817 -5.59404 1.83045
C 5.67848 -3.21591 -1.98951
H -1.70783 6.37746 1.47907
H 0.84032 -3.63175 -0.03272
C 4.96404 -7.53933 4.54341
C -1.47481 4.15899 3.66574
C -2.81568 2.71263 -2.12092
H -0.71171 -3.70988 -3.02479
C -1.01526 -2.79701 -0.96125
C -1.99899 0.14336 -1.50417
H 5.36921 5.50891 3.80052
C -0.33482 -2.72674 -2.45672
C 1.27629 -2.78419 -2.59241
H -2.28589 -0.57531 -2.40129
O 5.20679 -3.46062 -3.24700
C -2.05952 -0.46712 1.91197
H -8.50207 10.31235 -3.06236
O 1.70790 -6.79444 -1.75860
H 1.42589 -1.96908 2.11465
C 1.29504 5.56359 -3.17414
H -2.39114 3.54462 -1.41077
C -7.13647 4.71361 -1.35541
H 1.85313 -6.75594 1.44970
H 0.48989 -1.50438 -0.03952
C -4.01076 0.78407 1.67700
H 0.33571 -1.25421 -4.95551
C 1.25407 -6.02876 -0.72607
O 6.12447 3.21304 5.21535
O 5.81858 -4.37429 -1.28099
C -9.25196 7.81539 -2.08711
C 6.35737 5.23612 4.18550
H 3.30543 -6.28940 0.30825
C 5.82956 0.54536 1.13976
H 6.03886 -7.52139 4.34317
C 4.48440 1.28598 -0.48227
H -7.88703 4.87081 -2.13490
H -2.39216 -7.99061 -0.84450
H 5.44541 4.94770 6.12390
H 1.49172 -3.10297 -3.72616
O 6.90582 4.22518 3.36079
H -6.51505 9.31822 -2.17786
C -5.35047 5.79720 -0.56486
C -1.10919 -6.12492 -1.49072
H -0.70250 -1.83833 -3.12918
H -0.59690 1.98624 -1.91790
C 6.28671 4.58348 5.52791
H 2.96138 3.40714 -3.74096
H 1.82820 -3.61544 -1.96038
H 2.24874 -4.93012 1.13642
H 2.62499 0.56719 -3.40425
H 6.17309 -5.12369 -3.95616
N -0.03058 -5.29000 -0.97296
H -2.38815 0.89955 -4.00332
O -3.58878 -3.07677 -0.30416
C -4.13795 -3.14192 3.04296
H 5.87365 0.60294 2.23082
H -4.07337 -5.31718 1.21392
O -3.29631 -5.84769 0.81445
H -6.69100 7.85519 -3.17886
H -1.66111 0.63735 1.69221
O -1.98133 -5.91065 -2.50158
H -3.74221 4.53508 1.55020
H 6.28505 -0.39586 0.81429
H -1.43724 4.70277 0.93538
O 3.52541 1.36966 -1.23128
O 6.80243 1.94106 3.43934
O 0.41271 6.30387 -3.57559
H -5.17180 -2.84853 3.55825
O -4.21207 6.22638 -0.47800
H 3.23675 -1.65544 -2.71147
O 2.21859 -6.10372 3.12495
H -6.97965 3.63776 -1.22404
H -3.05862 0.41560 -1.02453
H -4.80773 0.51548 3.81092
H 4.23298 4.88620 -2.35737
H -3.08740 1.30979 3.80747
H 4.80317 -7.51097 5.62628
H 7.21052 4.70826 6.10262
H -8.06548 6.31775 -0.23927
O 5.94125 -2.10643 -1.55629
O 2.99251 -8.20253 3.60462
O -3.38433 -0.52469 1.31950
C 2.47841 3.70564 -2.80464
H 2.99729 4.89662 -1.07426
C -0.71491 -1.44491 -0.03221
H 0.24232 -4.57200 1.96335
H -3.58638 5.76727 2.82726
P 0.45006 -0.88301 2.28147
O -1.49793 1.29881 -3.75241
H -2.03755 -0.53415 3.10457
C -2.63028 -3.05987 -1.23125
O -9.41770 8.48917 -3.26270
C -3.08104 4.93707 2.32279
H -0.70321 -8.35506 -1.68442
H 2.22230 -1.04224 -1.25868
C -7.23439 8.61783 -2.61104
H 2.41815 2.83716 -2.14301
H -2.92465 3.23431 -3.18922
C -1.22834 -2.84465 2.10412
O -2.76667 3.94381 3.28068
O 5.69270 1.88049 -0.70597
C 1.66585 -0.13882 -3.31834
H -0.68275 -7.83215 0.12621
C 5.20419 -5.39794 -2.04099
H -4.58319 2.37552 3.34877
O -3.19837 -3.15159 -2.62257
O 4.48896 0.58434 0.68877
C -4.13357 1.29881 3.26324
C -0.74713 -4.22140 1.38138
H -0.62995 -2.81484 3.14451
S 1.19151 0.73514 1.62086
H 4.22403 -9.57043 4.55753
H 6.99581 6.12383 4.18714
O -0.92211 -0.16328 -0.67038
C 6.44820 1.73600 0.48201
C 2.11680 -1.40251 -2.37627
C 6.62623 3.03039 3.95895
O -10.11903 7.15045 -1.54516
C 1.24330 -0.52310 -4.85205
H 0.87629 0.47402 -2.71381
H 4.39495 -5.19706 -4.03525
H 4.76726 -9.00045 2.95958
O -0.87004 5.08678 2.86755
C 2.20594 -5.99254 0.60262
H 2.14461 -1.00892 -5.45843
O -4.47818 1.66692 0.76737
N -1.04976 -1.53753 1.43854
C -7.49315 5.39857 -0.07611
C -1.63103 1.58319 -2.29219
O 2.51954 5.98649 -2.74351
C 4.28429 -8.70195 3.89591
H -3.85971 2.28522 -1.80043
O -7.98872 7.98163 -1.59696
O -1.24843 -7.00492 2.52915
O 1.18663 4.20507 -3.09592
H 0.23939 -0.76140 3.71469
H 1.02566 0.50616 -5.41372
C 3.15816 4.86826 -2.15713
H 4.18095 -5.54162 -1.67847
O -0.93084 3.59531 4.60064
H -0.24482 -7.03183 2.44725
H 7.50611 1.58207 0.25231
H -8.05111 4.74810 0.60301
C -1.74410 5.32717 1.78111
O -6.23373 5.73621 0.47418
C -0.26794 -4.07931 -0.18089
H 6.34270 2.64663 1.08094
C -1.26132 -7.67747 -0.87522
C 3.10092 -6.84400 3.52641
C 5.24579 -4.86244 -3.43544
*
```

For the lowest unoccupied orbital energy, the calculation gives -0.4 eV. The highest occupied orbital energy is -6.49 eV. Its energy is -5580.72120 hartree. The gap between HOMO and LUMO comes out at 6.1 eV. The value obtained for the molecular weight is 1301.07 g/mol.

energy of number 1 (C47H68BMoN11PS3Te)? -4330.25501 hartree